(1)
This record from the Open Molecules 2025 dataset describes the molecule C5H11NO. The level of theory is ωB97M-V/def2-TZVPD.

Cartesian coordinates (Å):
C -1.13 -1.85 1.96
N -0.84 -0.77 0.98
C 0.36 -0.44 0.49
O 1.48 -0.84 0.67
C 0.02 0.78 -0.63
C 0.98 1.91 -0.31
C 0.24 0.09 -1.97
H -1.88 -2.56 1.58
H -1.49 -1.46 2.92
H -0.21 -2.43 2.16
H -1.16 0.08 0.42
H -1.00 1.26 -0.71
H 1.97 1.46 -0.16
H 0.69 2.43 0.60
H 1.04 2.64 -1.13
H 0.23 0.78 -2.81
H 1.22 -0.41 -1.93
H -0.52 -0.68 -2.14

Results
ΔE to the lowest compared entry with this formula, charge and spin ... 47.1 kcal per mole
HOMO level ... -9.5610 eV
Net charge ... 0
SMILES string ... CNC(=O)C(C)C
Max |F| ... 0.080 Eh/bohr


(2)
This record from the Open Molecules 2025 dataset describes a cluster of 2 separate species, C4H7NO2 in total. The level of theory is ωB97M-V/def2-TZVPD.

Cartesian coordinates (Å):
C 1.03 1.41 1.55
C -0.19 0.71 1.09
C -0.27 -0.39 0.38
O -1.41 -1.11 0.11
H 1.82 0.64 1.72
H 1.48 2.41 1.21
H 0.76 1.67 2.55
H -1.07 1.06 1.56
H 0.72 -0.85 0.03
H -2.13 -0.57 0.39
N -0.20 -1.90 -2.80
C -0.08 -0.73 -2.66
O 0.17 0.35 -2.49
H -0.62 -2.71 -2.66

Results
ΔE to the lowest compared entry with this formula, charge and spin ... 57.9 kcal per mole
HOMO level ... -8.8481 eV
Net charge ... 0
SMILES string ... C/C=C/O.N=C=O
Max |F| ... 0.110 Eh/bohr


(3)
This record from the Open Molecules 2025 dataset describes a structure of composition C19H23Cl2IrN. The level of theory is ωB97M-V/def2-TZVPD.

Cartesian coordinates (Å):
C 0.08 0.37 -5.54
C 1.47 0.93 -5.88
C -0.14 -0.98 -6.22
C -1.01 1.36 -5.93
Cl 0.01 0.11 -3.72
H -0.10 -0.85 -7.30
H -1.12 -1.40 -5.96
H 0.63 -1.71 -5.93
H 1.53 1.08 -6.96
H 2.26 0.23 -5.59
H 1.65 1.89 -5.39
H -0.98 1.52 -7.00
H -0.87 2.33 -5.44
H -2.01 0.98 -5.67
C 1.41 -1.71 2.38
C 0.80 -2.71 1.52
C 0.98 -2.23 0.14
H 0.26 -3.60 1.86
C 1.84 -1.07 0.20
C 2.12 -0.78 1.54
H 2.76 0.04 1.87
H 1.39 -1.76 3.47
H 0.61 -2.72 -0.76
H 2.25 -0.52 -0.65
C -2.18 0.63 1.75
C -2.09 -0.58 2.54
C -2.27 -1.71 1.65
H -2.02 -0.67 3.63
C -2.25 -1.16 0.29
C -2.25 0.28 0.40
H -2.31 0.99 -0.42
H -2.19 1.65 2.13
H -2.34 -2.75 1.96
H -2.31 -1.74 -0.64
Ir -0.39 -1.09 1.26
Cl -1.69 2.94 6.29
C -0.36 2.16 5.59
C 0.92 2.15 6.16
C 1.91 1.43 5.46
C 1.55 0.78 4.27
N 0.35 0.82 3.74
C -0.61 1.47 4.38
H 1.09 2.68 7.08
H 2.94 1.30 5.77
H 2.28 0.18 3.72
H -1.61 1.44 3.95

Results
ΔE to the lowest compared entry with this formula, charge and spin ... 7.6 kcal per mole
HOMO level (alpha / beta) ... -12.2595 / -14.4396 eV
Net charge ... +2
Max |F| ... 0.085 Eh/bohr
Multiplicity ... 6


(4)
This record from the Open Molecules 2025 dataset describes a structure of composition C39H97CrFN7O11Y. The level of theory is ωB97M-V/def2-TZVPD.

Cartesian coordinates (Å):
Cr -5.90 -22.01 -18.98
Y -9.14 -20.44 -16.67
C -11.65 -23.45 -15.68
C -12.74 -22.44 -15.36
C -13.38 -22.91 -14.03
C -14.36 -21.93 -13.44
C -13.70 -20.58 -13.22
C -12.92 -20.03 -14.43
N -12.12 -21.13 -15.05
O -11.42 -20.63 -16.19
C -11.93 -19.05 -13.81
C -13.80 -19.32 -15.46
C -13.83 -22.46 -16.42
H -12.05 -24.46 -15.65
H -10.87 -23.39 -14.92
H -11.22 -23.30 -16.67
H -12.57 -23.08 -13.31
H -13.82 -23.90 -14.20
H -14.68 -22.29 -12.47
H -15.23 -21.84 -14.09
H -13.12 -20.57 -12.30
H -14.55 -19.90 -13.07
H -11.62 -18.29 -14.52
H -11.07 -19.49 -13.31
H -12.38 -18.41 -13.03
H -14.79 -19.09 -15.03
H -14.06 -19.90 -16.35
H -13.42 -18.37 -15.80
H -14.08 -23.49 -16.67
H -13.48 -22.01 -17.35
H -14.76 -21.95 -16.18
C -7.65 -24.83 -16.35
C -7.86 -23.61 -17.19
O -8.65 -22.74 -16.76
O -7.21 -23.48 -18.27
H -7.40 -25.71 -16.95
H -8.51 -24.99 -15.71
H -6.78 -24.56 -15.74
F -7.36 -20.57 -18.11
C -5.39 -19.02 -22.31
C -6.06 -19.86 -21.21
C -6.80 -21.03 -21.79
O -7.06 -22.00 -20.77
C -7.96 -23.02 -21.20
N -5.10 -20.27 -20.17
H -5.07 -18.08 -21.87
H -6.06 -18.81 -23.14
H -4.52 -19.56 -22.70
H -6.76 -19.15 -20.75
H -6.22 -21.54 -22.57
H -7.73 -20.71 -22.26
H -8.46 -23.43 -20.32
H -7.44 -23.86 -21.66
H -8.76 -22.64 -21.83
H -4.77 -19.50 -19.60
H -4.28 -20.63 -20.64
C -12.72 -24.97 -21.61
C -12.76 -25.19 -20.12
C -11.39 -25.30 -19.48
O -10.79 -26.52 -19.77
C -9.51 -26.60 -19.25
N -13.39 -24.05 -19.45
H -12.04 -25.68 -22.07
H -12.35 -23.96 -21.83
H -13.73 -25.03 -22.02
H -13.29 -26.11 -19.83
H -11.40 -25.07 -18.40
H -10.86 -24.44 -19.94
H -8.96 -27.49 -19.55
H -9.53 -26.61 -18.14
H -8.88 -25.72 -19.47
H -14.16 -23.60 -19.91
H -13.61 -24.27 -18.49
C -8.48 -28.55 -16.15
C -7.38 -29.21 -15.31
C -6.07 -28.49 -15.42
O -5.68 -28.41 -16.76
C -4.38 -27.90 -16.96
N -7.76 -29.34 -13.90
H -8.17 -28.27 -17.16
H -8.86 -27.64 -15.67
H -9.31 -29.25 -16.26
H -7.29 -30.20 -15.76
H -5.31 -28.98 -14.79
H -6.11 -27.55 -14.85
H -3.68 -28.41 -16.30
H -4.35 -26.81 -16.83
H -4.10 -28.08 -18.00
H -8.08 -28.44 -13.56
H -8.55 -29.97 -13.84
C -7.30 -25.91 -12.61
C -5.92 -26.25 -12.08
C -4.83 -25.47 -12.75
O -4.92 -25.63 -14.17
C -3.99 -24.87 -14.88
N -5.90 -25.95 -10.60
H -7.49 -24.82 -12.56
H -8.11 -26.35 -12.04
H -7.38 -26.10 -13.68
H -5.78 -27.33 -12.08
H -3.82 -25.77 -12.44
H -4.92 -24.39 -12.52
H -3.68 -23.98 -14.30
H -4.46 -24.59 -15.83
H -3.06 -25.40 -15.12
H -5.26 -25.18 -10.40
H -6.79 -25.53 -10.36
C -7.29 -21.48 -13.08
C -8.66 -21.98 -13.50
C -9.56 -22.27 -12.32
O -9.67 -21.06 -11.58
C -10.27 -21.13 -10.33
N -9.34 -20.94 -14.35
H -7.33 -20.66 -12.37
H -6.68 -21.26 -13.96
H -6.75 -22.27 -12.54
H -8.52 -22.94 -14.02
H -9.21 -23.04 -11.62
H -10.57 -22.52 -12.69
H -9.92 -21.99 -9.73
H -11.36 -21.29 -10.35
H -10.06 -20.24 -9.75
H -9.37 -20.22 -13.62
H -10.38 -21.10 -14.33
C -10.05 -14.55 -18.82
O -10.25 -15.51 -17.80
C -11.32 -16.40 -17.95
C -11.03 -17.69 -17.23
N -9.67 -18.22 -17.52
C -9.43 -18.41 -18.95
C -10.21 -19.51 -19.63
O -10.02 -20.70 -18.85
C -10.88 -21.77 -19.30
H -9.47 -14.92 -19.68
H -9.58 -13.69 -18.36
H -11.01 -14.16 -19.19
H -11.61 -16.56 -19.01
H -12.28 -16.01 -17.56
H -11.76 -18.43 -17.58
H -11.26 -17.59 -16.18
H -9.19 -17.35 -17.25
H -8.38 -18.59 -19.18
H -9.53 -17.47 -19.51
H -9.93 -19.71 -20.66
H -11.26 -19.20 -19.64
H -10.57 -22.65 -18.74
H -10.81 -21.90 -20.38
H -11.90 -21.52 -19.02
C -3.82 -21.03 -15.12
C -5.01 -21.52 -15.90
O -4.66 -21.86 -17.27
H -3.10 -21.81 -14.89
H -4.18 -20.63 -14.17
H -3.35 -20.19 -15.64
H -5.85 -20.82 -15.95
H -5.50 -22.36 -15.40
H -3.79 -22.27 -17.23

Results
HOMO level (alpha / beta) ... -11.6550 / -11.6557 eV
Net charge ... +2
Max |F| ... 0.051 Eh/bohr
Multiplicity ... 5